# 1
ORCA calculation (ωB97M-V/def2-TZVPD) on a structure of composition C11H13B2F4InNO5Se.

Atoms and positions in Å:
In 0.148 -0.518 0.555
O -1.992 3.432 0.245
C -1.163 2.418 -0.011
O -0.353 2.016 0.786
C -1.296 1.870 -1.422
O -1.263 0.461 -1.442
C -2.529 -0.168 -1.199
C -2.891 -0.160 0.284
O -4.040 0.059 0.615
O -1.898 -0.379 1.088
H -1.834 3.698 1.165
H -2.193 2.259 -1.902
H -0.411 2.208 -1.964
H -3.311 0.309 -1.789
H -2.395 -1.200 -1.518
F 0.253 -4.311 -1.086
B 0.305 -3.081 -0.513
F 1.592 -2.699 -0.064
F -0.554 -2.928 0.615
F -0.120 -2.025 -1.383
Se 0.739 -0.591 2.995
C 2.657 -0.540 2.968
C 3.301 0.257 3.911
C 4.688 0.292 3.971
C 5.445 -0.452 3.078
C 4.804 -1.240 2.131
C 3.417 -1.295 2.079
H 2.711 0.854 4.595
H 5.177 0.916 4.710
H 6.526 -0.416 3.115
H 5.383 -1.819 1.423
H 2.929 -1.924 1.347
B 3.446 1.185 -2.546
C 2.358 0.646 -1.542
N 1.543 0.301 -0.800
H 4.368 0.397 -2.527
H 3.778 2.281 -2.139
H 2.920 1.245 -3.640

Summary:
Energy above the lowest of the compared OMol25 structures with the same formula, charge and spin = 0.0 kcal per mole
HOMO-LUMO gap = 7.9 eV
Total charge = -1
Maximum force = 0.480 eV/A

What are the Mulliken partial charges on each atom? They are as follows, in elementary charge units: In 1.192; O -0.490; C 0.802; O -0.556; C -0.567; O -0.283; C -0.435; C 0.702; O -0.734; O -0.586; H 0.376; H 0.351; H 0.321; H 0.345; H 0.213; F -0.307; B 0.360; F -0.269; F -0.384; F -0.312; Se -0.186; C 0.073; C -0.539; C -0.465; C -0.413; C -0.720; C -0.053; H 0.353; H 0.338; H 0.359; H 0.377; H 0.626; B 0.367; C 0.110; N -0.522; H -0.147; H -0.147; H -0.150

***

# 2
ORCA calculation (ωB97M-V/def2-TZVPD) on the molecule C15H31IO8P2 in a non-equilibrium geometry.

Atoms and positions in Å:
C 3.081 -2.162 2.256
C 2.916 -0.645 2.546
O 1.579 -0.160 2.224
P 1.720 1.385 1.642
O 2.621 2.115 2.556
C 0.055 2.186 1.748
C -0.768 2.167 0.418
C -1.400 0.746 0.186
C -2.938 0.748 -0.053
C -3.259 -0.197 -1.261
C -2.926 -1.711 -0.994
P -1.485 -2.372 -1.944
O -2.034 -3.305 -2.944
O -0.415 -3.235 -1.056
C 0.054 -2.568 0.145
C -0.737 -2.945 1.432
O -0.809 -1.117 -2.773
C 0.610 -1.244 -2.986
C 1.138 0.211 -3.286
O -3.669 0.378 1.141
C -4.781 1.146 1.364
O -4.872 1.708 2.374
I -6.420 1.339 -0.009
O 2.275 1.228 0.108
C 3.265 2.215 -0.250
C 2.639 3.563 -0.752
H 3.499 -2.298 1.236
H 3.863 -2.557 2.942
H 2.165 -2.760 2.399
H 3.695 -0.118 1.958
H 3.090 -0.486 3.628
H -0.502 1.646 2.539
H 0.242 3.229 2.062
H -1.551 2.951 0.380
H -0.053 2.374 -0.407
H -1.204 0.135 1.095
H -0.905 0.301 -0.696
H -3.245 1.778 -0.336
H -2.841 0.212 -2.198
H -4.365 -0.145 -1.375
H -2.851 -1.839 0.105
H -3.811 -2.299 -1.301
H 0.124 -1.481 -0.046
H 1.096 -2.913 0.302
H -1.733 -3.353 1.158
H -0.865 -2.034 2.052
H -0.238 -3.731 2.028
H 0.842 -1.860 -3.876
H 1.175 -1.603 -2.107
H 2.019 0.216 -3.947
H 1.313 0.726 -2.317
H 0.275 0.741 -3.745
H 4.045 2.373 0.517
H 3.797 1.801 -1.135
H 3.326 3.978 -1.514
H 1.718 3.268 -1.300
H 2.439 4.272 0.068

Summary:
Structure (SMILES) = CCOP(=O)(CCC[C@@H](CCP(=O)(OCC)OCC)OC(=O)I)OCC
HOMO-LUMO gap = 9.9 eV
Maximum force = 3.104 eV/A

What are the Mulliken partial charges on each atom? They are as follows, in elementary charge units: C -1.122; C -0.157; O -0.248; P 0.813; O -0.813; C -1.081; C -0.560; C 1.803; C -0.460; C -0.668; C -0.573; P 1.122; O -0.788; O -0.577; C 0.879; C -1.602; O -0.372; C -0.016; C -0.908; O -0.360; C 0.416; O -0.393; I 0.047; O -0.123; C -0.537; C -0.989; H 0.270; H 0.433; H 0.148; H 0.297; H 0.288; H 0.518; H 0.437; H 0.592; H 0.037; H -0.332; H -1.040; H 0.611; H 0.482; H 0.043; H 0.123; H 0.424; H -0.476; H 0.353; H 0.472; H 0.316; H 0.354; H 0.341; H 0.111; H 0.448; H -0.003; H 0.292; H 0.480; H 0.388; H 0.384; H 0.188; H 0.291

***

Which energy belongs to each record? In order, -3899.05694; -2172.57259 hartree.